The following is a quantum chemistry calculation of a cluster of 12 separate species, C38H108N8O12 in total, from the Open Molecules 2025 dataset.

Structure (XYZ):
```
166
Properties=species:S:1:pos:R:3:forces:R:3:mulliken_charge:R:1
C -6.1423 -3.0690 0.2678 -0.870 -0.571 -1.236 -0.911
C -7.1092 -4.3073 0.2274 1.647 1.272 0.607 -0.250
O -7.1332 -4.8221 1.5540 -0.982 -0.282 0.046 -0.529
H -6.3537 -2.3689 -0.5405 -0.047 -0.074 -0.308 0.305
H -5.1353 -3.4411 0.0790 0.210 0.338 0.605 0.281
H -6.2989 -2.4775 1.1698 0.334 -0.445 0.202 0.281
H -6.7090 -5.0829 -0.4256 -0.153 0.133 -0.377 0.229
H -8.0869 -3.9829 -0.1291 -0.179 -0.385 0.523 0.289
H -6.2765 -5.2119 1.7430 0.046 0.015 -0.063 0.305
C -0.2128 3.8373 -8.0750 0.117 0.129 0.501 -1.066
C 0.4889 5.2439 -8.1462 -0.937 -0.569 -0.979 -0.133
O -0.4891 6.2648 -8.4488 -0.022 -0.756 0.237 -0.529
H -0.6595 3.4444 -8.9884 0.236 0.767 -0.517 0.300
H -1.0332 3.7192 -7.3672 0.066 0.690 0.345 0.287
H 0.4710 3.0353 -7.7969 0.498 0.289 0.123 0.338
H 1.1977 5.1853 -8.9722 0.132 -0.018 -0.166 0.227
H 1.0795 5.5503 -7.2829 -0.287 -0.467 0.431 0.281
H -0.0650 7.1235 -8.5147 0.193 -0.066 0.029 0.294
C -8.3661 3.7379 -2.6541 1.621 0.542 2.406 -1.438
C -8.7356 4.7898 -3.6657 0.107 -1.101 0.059 0.495
C -7.4726 5.4395 -4.3510 -0.983 0.000 0.898 -0.678
O -6.5524 5.8618 -3.2866 0.012 -0.818 -1.854 -0.298
C -5.3059 6.3198 -3.8260 0.086 -0.219 0.473 -0.757
N -9.6007 4.0420 -4.5822 -0.009 0.712 -2.046 -0.761
H -9.1773 3.2327 -2.1298 -0.516 0.228 -0.481 0.439
H -7.8159 4.2039 -1.8367 0.224 0.082 0.240 0.330
H -7.6871 2.9478 -2.9747 -0.057 0.079 -0.704 0.316
H -9.3021 5.6015 -3.2092 -0.073 -0.085 0.105 0.241
H -7.7526 6.2857 -4.9785 -0.292 0.546 0.392 0.403
H -7.1143 4.7713 -5.1341 0.939 -0.678 0.536 0.321
H -5.4693 7.1594 -4.5017 0.163 0.094 0.005 0.293
H -4.6732 5.5675 -4.2969 -0.687 -0.581 -0.723 0.309
H -4.6077 6.5629 -3.0250 -0.650 0.678 0.466 0.273
H -10.2536 3.4148 -4.1346 -0.161 0.493 0.643 0.282
H -9.0162 3.3742 -5.0645 0.285 0.007 -0.442 0.233
C 1.0679 -0.4070 1.6063 -1.344 0.635 -0.181 -1.344
C 0.0444 -1.1245 0.6476 1.728 -0.361 1.375 0.343
C -0.4639 -0.2138 -0.4576 0.590 -0.092 0.502 -0.619
O -0.9576 0.9830 0.1432 0.114 -0.787 -0.340 -0.209
C -1.6457 1.8091 -0.7470 -0.508 1.038 0.181 -0.836
N 0.8071 -2.2976 0.1614 -0.631 0.325 -0.791 -0.694
H 2.0064 -0.1143 1.1356 -0.165 0.039 -0.558 0.322
H 1.3773 -1.0690 2.4150 -0.376 -0.064 0.157 0.435
H 0.5904 0.4904 1.9998 0.240 0.045 0.340 0.321
H -0.7551 -1.5624 1.2451 -0.317 0.485 0.038 0.203
H -1.1689 -0.7173 -1.1190 -0.505 0.013 0.219 0.393
H 0.3996 -0.0041 -1.0888 0.266 0.411 -0.243 0.261
H -2.6337 1.4388 -1.0205 0.046 -0.509 -0.301 0.312
H -1.0749 2.1084 -1.6260 0.184 -0.396 -0.253 0.316
H -1.8689 2.7486 -0.2414 0.185 0.004 0.311 0.251
H 1.3907 -2.5216 0.9547 0.120 -0.559 -0.053 0.266
H 1.4569 -1.9042 -0.5041 0.399 -0.238 -0.417 0.279
C 0.8396 -4.3482 8.9232 0.547 -0.162 -0.844 -1.438
C 1.1935 -5.4442 9.9266 -0.303 1.236 0.631 0.321
C 2.0701 -4.8614 11.0554 -0.548 -0.767 -0.527 -0.699
O 2.3201 -5.8596 12.0657 0.105 0.713 0.281 -0.339
C 3.0316 -5.2622 13.1720 0.544 0.235 -1.183 -0.718
N -0.0666 -5.9156 10.5106 0.873 -0.924 -0.195 -0.768
H 1.6669 -4.0463 8.2810 0.403 0.109 0.301 0.374
H 0.4471 -3.4478 9.3958 -0.054 -0.057 0.190 0.342
H 0.1149 -4.6901 8.1844 -0.305 -0.233 0.344 0.384
H 1.7981 -6.2414 9.4942 -0.518 -0.313 -0.291 0.338
H 1.4716 -4.0516 11.4726 0.323 0.405 0.295 0.331
H 2.9707 -4.5115 10.5507 0.486 0.249 0.553 0.375
H 3.3672 -5.9444 13.9531 -0.669 -0.487 -0.295 0.273
H 2.4904 -4.4234 13.6097 -0.245 -0.057 0.045 0.300
H 3.9530 -4.8755 12.7366 0.235 0.345 0.169 0.299
H -0.5467 -5.1219 10.9100 -0.161 0.288 -0.020 0.280
H 0.3119 -6.4130 11.3040 -0.712 -0.579 0.541 0.346
C 2.3039 2.2103 6.7834 0.131 0.152 0.619 -1.259
C 2.9244 3.5834 6.5215 -0.971 0.705 0.944 0.691
C 2.0434 4.8510 6.7641 -0.368 -0.901 -1.160 -0.846
O 0.8945 4.8198 5.9359 -0.026 0.143 0.349 -0.261
C 1.0677 5.3105 4.6344 -0.753 -0.253 -0.348 -0.726
N 4.0971 3.7532 7.3729 0.563 -0.527 -0.767 -0.688
H 1.2716 2.0441 6.4755 0.109 0.404 -0.355 0.300
H 2.3186 2.0158 7.8558 0.027 -0.137 0.157 0.348
H 2.9529 1.4814 6.2981 -0.133 -0.173 0.099 0.279
H 3.1677 3.5399 5.4599 0.477 0.521 -0.031 0.166
H 2.6432 5.7261 6.5142 0.246 0.202 -0.086 0.367
H 1.6809 5.0181 7.7784 0.171 -0.551 0.206 0.289
H 0.0879 5.1412 4.1879 0.080 0.287 -0.329 0.233
H 1.7898 4.7741 4.0188 0.278 -0.247 0.172 0.293
H 1.3139 6.3714 4.5899 0.015 0.196 0.220 0.303
H 3.8913 3.5211 8.3341 -0.068 0.136 0.041 0.257
H 4.4249 4.7059 7.3025 0.185 0.008 0.253 0.256
C 5.7079 3.7912 -0.3528 -0.546 0.148 0.231 -1.478
C 7.0654 3.4516 -0.8949 -0.479 -1.103 -1.013 0.623
C 7.0605 3.5143 -2.4304 1.203 0.249 0.540 -0.756
O 6.4536 2.4435 -3.1016 -0.689 0.078 0.266 -0.240
C 6.2027 2.7675 -4.4454 -0.469 -0.314 -0.607 -0.788
N 8.0828 4.3146 -0.3670 0.470 0.690 0.950 -0.805
H 5.4072 4.8356 -0.4364 0.362 0.179 -0.225 0.350
H 5.6657 3.5486 0.7091 -0.257 -0.177 0.031 0.366
H 4.9828 3.2116 -0.9240 -0.183 -0.171 0.314 0.316
H 7.2711 2.4478 -0.5230 -0.106 -0.621 -0.590 0.304
H 8.1039 3.5195 -2.7456 0.336 0.318 -0.138 0.314
H 6.6227 4.4784 -2.6893 -0.188 0.130 -0.263 0.350
H 7.0886 3.0373 -5.0202 0.429 -0.184 0.147 0.328
H 5.5126 3.5969 -4.6003 -0.193 0.300 0.501 0.329
H 5.7184 1.9109 -4.9142 0.222 -0.136 0.066 0.237
H 9.0194 3.9681 -0.5178 0.201 -0.166 -0.841 0.263
H 8.0208 4.1108 0.6203 -0.126 0.729 0.637 0.286
C -9.6044 0.8977 -9.5171 0.618 0.029 -0.119 -1.409
C -8.2675 1.6541 -9.3572 -0.862 -0.235 0.488 0.674
C -7.1597 0.8062 -8.7632 0.108 -0.715 -1.287 -0.779
O -7.5440 0.2750 -7.5549 -0.150 -0.442 1.759 -0.293
C -6.6117 -0.6198 -6.9583 -0.128 0.237 -0.108 -0.783
N -7.8130 2.1344 -10.6443 0.002 0.023 -0.300 -0.768
H -9.4996 0.2503 -10.3877 -0.069 -0.295 0.113 0.367
H -10.4503 1.5542 -9.7209 0.135 0.262 0.026 0.363
H -9.8432 0.3294 -8.6181 0.087 -0.061 -0.099 0.299
H -8.4544 2.4950 -8.6893 0.063 0.098 0.452 0.255
H -6.2240 1.3651 -8.7721 0.257 0.484 0.638 0.332
H -6.9220 -0.0313 -9.4191 -0.199 -0.205 -0.627 0.360
H -7.0366 -1.0644 -6.0583 -0.218 0.417 0.025 0.242
H -5.6939 -0.0898 -6.7036 0.162 0.021 0.079 0.310
H -6.3571 -1.4731 -7.5869 -0.014 0.066 -0.506 0.321
H -6.9237 2.5944 -10.5117 0.182 0.207 -0.174 0.230
H -8.4675 2.8441 -10.9409 0.022 0.130 -0.333 0.276
C 8.7013 -1.5831 3.6846 -0.644 -0.374 0.074 -1.476
C 7.4106 -1.4821 4.5423 1.280 -0.402 0.170 0.422
C 6.7404 -2.8213 4.9458 0.659 1.439 -2.072 -0.630
O 6.2693 -3.3501 3.7177 -0.044 -0.030 0.368 -0.226
C 5.6989 -4.6056 3.8957 -0.116 -0.779 -0.689 -0.797
N 7.8879 -0.9404 5.8072 -0.491 0.580 0.367 -0.743
H 8.5894 -1.9751 2.6737 -0.227 -0.265 0.181 0.315
H 9.4204 -2.1701 4.2561 0.088 -0.171 -0.163 0.369
H 9.1339 -0.5901 3.5624 -0.086 0.176 0.110 0.401
H 6.7344 -0.7682 4.0718 -0.444 -0.371 -0.274 0.316
H 5.9162 -2.6462 5.6373 -0.082 -0.027 0.204 0.344
H 7.5189 -3.4324 5.4025 -0.072 -0.292 0.099 0.339
H 5.3867 -4.9983 2.9280 -0.122 0.247 -0.130 0.238
H 4.8194 -4.5817 4.5392 -0.018 -0.020 0.293 0.283
H 6.4394 -5.3251 4.2451 0.041 -0.102 0.481 0.326
H 7.0607 -0.5021 6.1864 0.050 0.218 0.794 0.256
H 8.5112 -0.1747 5.5944 0.209 0.186 0.180 0.258
C -1.4279 -7.2312 -4.0365 0.168 0.759 -0.173 -1.237
C 0.0938 -7.2638 -4.1602 0.540 0.608 0.467 0.288
C 0.7608 -5.8688 -4.6120 0.292 -0.951 0.655 -0.665
O 0.6024 -5.5947 -5.9743 -0.195 -0.381 -0.145 -0.325
C 1.2917 -4.4709 -6.4690 -0.535 0.067 -0.510 -0.752
N 0.5815 -7.6726 -2.8144 -0.163 0.540 -0.788 -0.711
H -1.8774 -6.6816 -4.8636 -0.103 -0.167 -0.109 0.322
H -1.6410 -6.6687 -3.1275 -0.139 0.184 0.064 0.297
H -1.9163 -8.1950 -3.8930 0.359 -0.111 -0.266 0.326
H 0.4596 -8.0495 -4.8212 -0.216 0.229 -0.437 0.352
H 1.8142 -5.9089 -4.3348 0.610 -0.653 -0.333 0.361
H 0.5140 -4.9907 -4.0152 -1.165 0.070 0.328 0.358
H 0.9045 -4.3439 -7.4800 0.145 0.083 -0.048 0.251
H 2.3744 -4.5769 -6.5373 0.161 -0.324 0.258 0.298
H 1.0672 -3.5507 -5.9296 -0.082 0.040 0.353 0.314
H 0.5022 -6.8310 -2.2616 0.109 -0.002 0.627 0.255
H 1.5630 -7.9051 -2.8667 0.216 0.026 0.075 0.268
C -3.8048 2.5462 5.3755 -0.477 -0.879 -1.920 -0.461
O -3.3683 3.0136 6.5577 1.278 0.956 2.922 -0.486
H -4.6598 1.8965 5.5622 -0.246 0.292 -0.320 0.226
H -4.0058 3.4123 4.7449 -0.595 -0.346 -0.672 0.227
H -3.0339 1.9282 4.9152 -0.016 -0.198 -0.472 0.185
H -2.5081 3.4020 6.3825 0.100 0.189 0.464 0.308
C 5.9294 -2.6878 -1.6359 -0.827 0.174 0.135 -0.499
O 4.9861 -1.8402 -2.3437 1.098 -0.513 0.428 -0.475
H 6.2215 -2.2647 -0.6748 -0.182 0.182 0.142 0.212
H 5.3859 -3.6120 -1.4392 0.234 -0.034 -0.085 0.213
H 6.8633 -2.8896 -2.1605 -0.189 -0.026 -0.463 0.277
H 5.4673 -1.0284 -2.5196 -0.153 0.264 -0.140 0.273
```
Forces are in eV/Å.

LUMO ... 0.01 eV
Total charge ... 0
Relative energy (zero: lowest compared OMol25 entry of this formula, charge and spin) ... 4.504 eV
SMILES ... COC[C@H](C)N.COC[C@H](C)N.COC[C@H](C)N.COC[C@H](C)N.COC[C@H](C)N.COC[C@H](C)N.COC[C@H](C)N.COC[C@H](C)N.CCO.CCO.CO.CO
Molecular weight ... 869.33 Da
Orbital gap ... 0.330 hartree
Energy ... -77638.467 eV